Version i
{
  "formula": "C4H10N3",
  "method": "ωB97M-V with the def2-TZVPD basis set",
  "charge": 1,
  "orbital_gap_ev": 10.24,
  "species": ["C", "C", "C", "C", "N", "N", "N", "H", "H", "H", "H", "H", "H", "H", "H", "H", "H"],
  "positions_angstrom": [[-0.201, 1.668, 0.881], [-0.644, 1.334, -0.390], [0.704, 0.750, 1.272], [0.050, -0.477, -2.031], [0.881, -0.072, 0.195], [1.211, 0.385, 2.452], [0.006, 0.275, -0.815], [-0.624, 2.449, 1.579], [-1.357, 1.991, -0.989], [-1.543, -1.554, 0.450], [-0.951, -0.265, -2.449], [0.702, 0.057, -2.723], [0.221, -1.492, -1.847], [1.480, -0.928, 0.002], [1.470, -0.510, 2.618], [1.268, 1.131, 3.226], [-1.299, -1.495, -0.219]],
  "lowdin_charge": [0.000, -0.029, -0.352, -0.002, 0.138, 0.185, -0.196, 0.154, 0.182, 0.087, 0.122, 0.115, 0.076, 0.221, 0.073, 0.184, 0.042]
}

Version ii
{
  "formula": "C4H10N3",
  "method": "ωB97M-V with the def2-TZVPD basis set",
  "charge": 1,
  "orbital_gap_ev": 10.69,
  "species": ["C", "C", "C", "C", "N", "N", "N", "H", "H", "H", "H", "H", "H", "H", "H", "H", "H"],
  "positions_angstrom": [[-0.665, 0.789, -0.730], [0.444, 1.895, 0.919], [-1.331, 0.239, -1.873], [0.368, -1.610, 0.182], [-0.178, 1.825, -0.310], [-0.308, -0.463, 0.723], [0.520, 0.379, 1.473], [1.454, 2.306, 0.844], [-0.152, 2.477, 1.626], [-2.154, -0.402, -1.559], [-0.630, -0.374, -2.443], [-1.704, 1.040, -2.510], [1.349, -1.373, -0.251], [0.491, -2.358, 0.969], [-0.267, -2.035, -0.591], [1.510, 0.069, 1.459], [0.200, 0.415, 2.448]],
  "lowdin_charge": [-0.123, -0.071, -0.005, -0.111, 0.117, -0.095, 0.042, 0.139, 0.141, 0.110, 0.108, 0.113, 0.095, 0.093, 0.086, 0.178, 0.182]
}

Version iii
{
  "formula": "C4H10N3",
  "method": "ωB97M-V with the def2-TZVPD basis set",
  "charge": 1,
  "smiles": "N[N+]12CCN1CC2",
  "orbital_gap_ev": 10.84,
  "species": ["N", "N", "C", "C", "N", "C", "C", "H", "H", "H", "H", "H", "H", "H", "H", "H", "H"],
  "positions_angstrom": [[1.964, 1.036, 0.073], [0.386, 0.402, 0.164], [-0.056, -0.258, 1.568], [-0.372, -1.486, 0.692], [0.108, -0.793, -0.520], [-0.846, -0.184, -1.439], [-0.631, 1.129, -0.678], [2.720, 0.631, 0.572], [2.281, 0.818, -0.873], [-0.864, 0.314, 2.101], [0.846, -0.414, 2.084], [0.165, -2.348, 0.877], [-1.404, -1.547, 0.680], [-1.930, -0.563, -1.455], [-0.542, -0.295, -2.494], [-0.275, 2.000, -1.364], [-1.550, 1.557, 0.012]],
  "lowdin_charge": [0.177, -0.141, 0.056, -0.065, -0.067, -0.120, -0.061, 0.057, 0.081, 0.151, 0.100, 0.106, 0.103, 0.154, 0.125, 0.157, 0.187]
}

Version iv
{
  "formula": "C4H10N3",
  "method": "ωB97M-V with the def2-TZVPD basis set",
  "charge": 1,
  "smiles": "C=NNCC[NH+]=C",
  "orbital_gap_ev": 8.00,
  "species": ["C", "N", "N", "C", "C", "N", "C", "H", "H", "H", "H", "H", "H", "H", "H", "H", "H"],
  "positions_angstrom": [[1.658, 1.437, -0.151], [2.099, 0.292, -0.011], [1.589, -0.890, 0.416], [0.296, -1.328, -0.301], [-1.156, -1.023, 0.310], [-1.572, 0.246, -0.156], [-1.182, 1.397, 0.355], [2.285, 2.194, -0.440], [0.476, 1.612, -0.181], [2.395, -1.544, 0.323], [0.111, -2.440, -0.402], [0.228, -0.878, -1.332], [-1.732, -1.841, -0.039], [-1.205, -0.962, 1.476], [-1.633, 0.148, -1.182], [-0.995, 1.270, 1.415], [-1.661, 2.309, -0.099]],
  "lowdin_charge": [0.007, -0.059, -0.015, -0.104, -0.161, -0.040, 0.089, 0.066, 0.064, 0.151, 0.130, 0.125, 0.112, 0.173, 0.179, 0.125, 0.155]
}

Here are the energies relative to the best structure, in eV: version i 0.000; version ii 0.781; version iii 3.601; version iv 2.520.

Version i
{
  "formula": "C4H10N3",
  "method": "ωB97M-V with the def2-TZVPD basis set",
  "charge": 1,
  "smiles": "CN1C=NC[C@@H]1[NH3+]",
  "orbital_gap_ev": 9.98,
  "species": ["C", "N", "C", "N", "C", "C", "N", "H", "H", "H", "H", "H", "H", "H", "H", "H", "H"],
  "positions_angstrom": [[1.885, 0.603, 0.195], [0.476, 0.765, 0.034], [-0.345, 1.852, 0.262], [-1.496, 1.853, -0.250], [-1.711, 0.587, -0.940], [-0.271, -0.236, -0.628], [-0.670, -1.371, 0.640], [2.143, 1.080, 1.140], [2.202, -0.571, 0.228], [2.330, 0.967, -0.790], [-0.158, 2.673, 0.990], [-1.981, 0.800, -2.032], [-2.554, 0.030, -0.379], [0.348, -0.848, -1.333], [-1.458, -0.936, 1.145], [0.048, -1.316, 1.326], [-1.023, -2.368, 0.510]],
  "lowdin_charge": [-0.045, -0.192, -0.180, 0.043, -0.099, -0.089, 0.195, 0.095, 0.143, 0.122, 0.158, 0.142, 0.129, 0.158, 0.132, 0.107, 0.182]
}

Version ii
{
  "formula": "C4H10N3",
  "method": "ωB97M-V with the def2-TZVPD basis set",
  "charge": 1,
  "smiles": "C[C@H]1N=[N+](C)CN1",
  "orbital_gap_ev": 7.55,
  "species": ["C", "C", "N", "N", "C", "C", "N", "H", "H", "H", "H", "H", "H", "H", "H", "H", "H"],
  "positions_angstrom": [[-2.201, 0.629, 0.567], [-1.166, 0.204, -0.569], [-0.026, 0.973, -0.435], [1.092, 0.174, -0.148], [2.339, 0.741, 0.191], [0.749, -1.202, -0.210], [-0.702, -1.117, -0.207], [-1.752, 0.561, 1.596], [-2.888, -0.138, 0.421], [-2.588, 1.659, 0.637], [-1.598, 0.434, -1.588], [2.952, -0.115, -0.075], [2.318, 0.952, 1.236], [2.644, 1.629, -0.337], [1.016, -1.796, 0.740], [1.037, -1.799, -1.180], [-1.225, -1.788, -0.640]],
  "lowdin_charge": [0.014, -0.376, 0.283, -0.076, 0.028, -0.137, 0.013, 0.105, 0.058, 0.095, 0.193, 0.115, 0.114, 0.118, 0.173, 0.182, 0.099]
}

Version iii
{
  "formula": "C4H10N3",
  "method": "ωB97M-V with the def2-TZVPD basis set",
  "charge": 1,
  "orbital_gap_ev": [7.66, 7.66],
  "species": ["C", "C", "C", "C", "N", "N", "N", "H", "H", "H", "H", "H", "H", "H", "H", "H", "H"],
  "positions_angstrom": [[-1.237, 0.345, 1.170], [-0.309, 0.546, -0.014], [-1.042, 1.034, 2.266], [0.596, -1.231, 0.291], [-0.814, 0.641, -1.268], [-0.172, 0.983, -2.339], [1.631, -1.534, -0.498], [-1.881, -0.424, 0.941], [0.597, 1.270, -0.011], [-1.693, 0.789, 3.030], [-0.310, 1.917, 2.184], [0.812, -1.367, 1.288], [-0.389, -1.774, 0.088], [0.850, 1.100, -2.432], [-0.715, 0.938, -3.181], [1.552, -1.705, -1.470], [2.524, -1.527, -0.046]],
  "lowdin_charge": [-0.182, -0.243, 0.053, -0.063, 0.031, 0.126, 0.112, 0.084, 0.166, 0.051, 0.118, 0.097, 0.142, 0.148, 0.131, 0.108, 0.122]
}

Version iv
{
  "formula": "C4H10N3",
  "method": "ωB97M-V with the def2-TZVPD basis set",
  "charge": 1,
  "orbital_gap_ev": [7.80, 8.86],
  "species": ["C", "C", "C", "C", "N", "N", "N", "H", "H", "H", "H", "H", "H", "H", "H", "H", "H"],
  "positions_angstrom": [[-1.642, 0.939, -0.122], [-0.897, -1.316, -0.006], [1.194, -0.076, 0.475], [2.487, 0.367, 0.135], [-1.877, -0.286, 0.630], [-0.457, 0.884, -0.840], [0.178, -0.352, -0.428], [-2.406, 1.183, -0.853], [-1.714, 1.848, 0.438], [-0.691, -2.064, 0.829], [-1.350, -1.774, -0.909], [0.806, 0.363, 1.394], [2.817, 0.991, 0.901], [2.421, 1.008, -0.818], [3.291, -0.447, -0.160], [-2.833, -0.509, 0.628], [0.672, -0.760, -1.294]],
  "lowdin_charge": [-0.265, -0.032, -0.101, -0.064, 0.021, 0.192, -0.169, 0.148, 0.134, 0.165, 0.141, 0.147, 0.068, 0.133, 0.152, 0.099, 0.233]
}

Here are the energies relative to the best structure, in eV: version i 0.000; version ii 1.640; version iii 2.246; version iv 3.672.

Version i
{
  "formula": "C3H8NO2",
  "method": "ωB97M-V with the def2-TZVPD basis set",
  "charge": 1,
  "orbital_gap_ev": 10.28,
  "species": ["O", "C", "O", "H", "H", "C", "C", "N", "H", "H", "H", "H", "H", "H"],
  "positions_angstrom": [[-1.425, 0.571, 1.181], [-2.506, 0.384, 0.710], [-2.676, -0.277, -0.437], [-3.445, 0.752, 1.137], [-3.614, -0.268, -0.678], [2.478, 0.346, 0.111], [0.457, -0.944, -0.398], [1.217, 0.058, -0.566], [2.332, 1.232, 0.727], [3.226, 0.605, -0.638], [2.797, -0.513, 0.685], [0.742, -1.691, 0.338], [-0.443, -1.032, -0.981], [0.860, 0.777, -1.190]],
  "lowdin_charge": [0.074, -0.368, 0.078, 0.152, 0.128, 0.011, 0.167, 0.004, 0.114, 0.111, 0.105, 0.137, 0.105, 0.181]
}

Version ii
{
  "formula": "C3H8NO2",
  "method": "ωB97M-V with the def2-TZVPD basis set",
  "charge": 1,
  "orbital_gap_ev": 9.18,
  "species": ["C", "C", "C", "N", "O", "O", "H", "H", "H", "H", "H", "H", "H", "H"],
  "positions_angstrom": [[0.660, 1.037, -0.182], [0.989, -0.484, -0.496], [-0.967, -0.495, 0.401], [-0.801, 0.963, 0.129], [1.845, -1.042, 0.407], [-2.020, -1.019, -0.186], [1.217, 1.519, 0.690], [0.900, 1.673, -0.952], [1.158, -0.570, -1.471], [-0.438, -0.865, 1.209], [-1.057, 1.600, 0.834], [-1.310, 1.197, -0.758], [2.335, -1.805, 0.063], [-2.512, -1.709, 0.311]],
  "lowdin_charge": [-0.056, -0.118, -0.171, 0.104, 0.019, 0.087, 0.168, 0.094, 0.085, 0.126, 0.156, 0.213, 0.133, 0.161]
}

Version iii
{
  "formula": "C3H8NO2",
  "method": "ωB97M-V with the def2-TZVPD basis set",
  "charge": 1,
  "orbital_gap_ev": 11.58,
  "species": ["C", "C", "C", "N", "O", "O", "H", "H", "H", "H", "H", "H", "H", "H"],
  "positions_angstrom": [[-0.053, 0.708, 1.033], [-1.208, -1.336, -1.764], [-1.542, -0.540, -0.477], [-0.709, -0.045, 0.299], [-0.073, 1.960, 0.923], [2.413, 0.587, 1.150], [0.380, 0.260, 1.891], [-1.156, -2.348, -1.656], [-1.998, -1.146, -2.457], [-0.208, -1.034, -2.063], [-2.663, -0.456, -0.358], [3.064, 0.103, 1.745], [0.798, 2.247, 1.184], [2.953, 1.039, 0.550]],
  "lowdin_charge": [-0.243, 0.013, -0.007, 0.202, 0.213, -0.034, 0.153, 0.058, 0.085, 0.096, 0.172, 0.125, 0.133, 0.035]
}

Version iv
{
  "formula": "C3H8NO2",
  "method": "ωB97M-V with the def2-TZVPD basis set",
  "charge": 1,
  "orbital_gap_ev": 11.78,
  "species": ["C", "C", "C", "N", "O", "O", "H", "H", "H", "H", "H", "H", "H", "H"],
  "positions_angstrom": [[-2.319, 0.020, -0.221], [-0.400, 0.410, -0.231], [1.856, -0.102, 0.604], [0.897, -0.414, -0.472], [-1.299, 0.330, -1.249], [-1.261, -0.070, 0.735], [-2.922, 0.922, -0.003], [-3.044, -0.845, -0.319], [0.321, 1.573, 0.186], [2.079, 0.994, 0.653], [1.396, -0.401, 1.474], [2.749, -0.697, 0.746], [0.863, -1.460, -0.345], [1.085, -0.260, -1.557]],
  "lowdin_charge": [-0.046, -0.384, -0.030, 0.050, 0.043, 0.022, 0.148, 0.168, 0.262, 0.116, 0.079, 0.117, 0.204, 0.250]
}

Here are the energies relative to the best structure, in eV: version i 0.000; version ii 3.118; version iii 1.219; version iv 3.245.

Version i
{
  "formula": "C4H11OS",
  "method": "ωB97M-V with the def2-TZVPD basis set",
  "charge": 1,
  "orbital_gap_ev": 10.89,
  "species": ["C", "C", "C", "C", "O", "S", "H", "H", "H", "H", "H", "H", "H", "H", "H", "H", "H"],
  "positions_angstrom": [[0.272, 2.525, 1.354], [1.185, -2.132, -0.569], [-1.194, -0.705, -1.230], [-0.719, 1.644, 1.495], [1.084, 0.406, -0.428], [0.158, -0.796, 0.048], [0.985, 1.309, -0.094], [-0.005, 3.549, 0.983], [1.286, 2.443, 1.587], [1.566, -1.845, -1.457], [0.707, -3.014, -0.338], [2.143, -2.174, 0.161], [-2.091, -0.920, -0.637], [-0.965, -1.371, -1.957], [-1.220, 0.287, -1.551], [-1.826, 1.867, 1.363], [-0.452, 0.731, 1.908]],
  "lowdin_charge": [-0.056, -0.182, -0.121, -0.089, -0.314, 1.081, 0.041, 0.097, 0.055, 0.028, 0.043, 0.148, 0.080, 0.026, 0.052, 0.111, -0.002]
}

Version ii
{
  "formula": "C4H11OS",
  "method": "ωB97M-V with the def2-TZVPD basis set",
  "charge": 1,
  "orbital_gap_ev": [9.43, 9.43],
  "species": ["C", "C", "C", "C", "O", "S", "H", "H", "H", "H", "H", "H", "H", "H", "H", "H", "H"],
  "positions_angstrom": [[-2.906, 0.236, 0.493], [1.885, -0.161, -1.400], [1.268, -0.250, 1.397], [-0.733, 0.732, -0.491], [0.092, -1.887, -0.349], [0.513, -0.558, -0.181], [-2.760, -0.776, 0.618], [-3.020, 0.849, 1.343], [-3.711, 0.413, -0.137], [2.831, -0.499, -0.953], [1.954, 0.850, -1.407], [1.803, -0.738, -2.446], [0.469, -0.028, 2.180], [1.774, 0.712, 1.326], [2.008, -0.986, 1.670], [-0.312, 1.687, -0.206], [-1.156, 0.403, -1.458]],
  "lowdin_charge": [0.228, -0.105, -0.151, -0.111, -0.317, 0.782, 0.002, 0.027, 0.021, 0.075, 0.012, 0.152, 0.115, 0.077, 0.085, 0.050, 0.059]
}

Here are the energies relative to the best structure, in eV: version i 0.000; version ii 2.346.